1.
This record from OMol25 describes a structure of composition C33H42Cl3N2O9S6SiSn. The level of theory is ωB97M-V with the def2-TZVPD basis set.

Values from the calculation:
HOMO-LUMO gap	6.8	eV
ΔE to the lowest compared entry with this formula, charge and spin	10.2	kcal per mole
E_HOMO	-5.13	eV
strongest force on any atom	0.68	eV/A

ORCA input file:
```
! wB97M-V def2-TZVPD RIJCOSX def2/J DEFGRID3
* xyz -1 1
Sn -0.432 0.473 2.084
O 1.350 -2.501 -1.558
C 1.110 -1.514 -0.880
O -0.159 -1.064 -0.841
C 2.238 -0.790 -0.194
C 3.450 -1.451 -0.306
C 4.631 -0.866 0.100
C 4.639 0.403 0.637
C 3.454 1.068 0.796
C 2.181 0.525 0.395
O 1.098 1.193 0.543
N 3.564 2.393 1.433
O 4.660 2.932 1.437
O 2.580 2.884 1.959
N 5.898 -1.575 -0.077
O 5.868 -2.725 -0.484
O 6.928 -0.979 0.200
H 3.476 -2.430 -0.755
H 5.562 0.862 0.952
Cl 1.188 -4.132 7.823
C 1.154 -3.151 6.379
C -0.059 -2.808 5.815
C -0.066 -2.044 4.662
Cl -1.599 -1.603 3.944
C 1.105 -1.587 4.011
O 1.116 -0.886 2.914
C 2.309 -1.965 4.656
Cl 3.801 -1.429 3.946
C 2.342 -2.728 5.807
H -0.989 -3.124 6.270
H 3.293 -2.989 6.253
O 1.758 3.230 -1.871
S 0.344 3.173 -1.368
C -0.630 4.332 -2.396
C -1.418 5.220 -1.437
C -0.411 5.583 -0.349
C 0.186 4.255 0.098
H -1.248 3.753 -3.086
H 0.116 4.897 -2.960
H -2.251 4.661 -1.000
H -1.830 6.098 -1.938
H -0.861 6.125 0.484
H 0.372 6.212 -0.779
H -0.481 3.726 0.787
H 1.175 4.320 0.547
C 1.988 1.830 4.579
S 0.186 1.671 4.669
C -0.350 3.277 4.194
C -1.463 3.469 3.458
S -2.545 2.273 2.817
S -1.845 5.159 3.182
C -0.550 5.882 4.069
S -0.314 7.503 4.194
S 0.468 4.701 4.805
H 2.385 0.858 4.864
H 2.336 2.583 5.283
H 2.303 2.079 3.571
C -0.322 -4.258 -3.266
C -1.364 -3.664 -2.296
C -1.157 -4.346 -0.930
C -2.728 -4.102 -2.870
Si -1.258 -1.744 -2.077
C -2.930 -1.079 -1.377
C -4.011 -1.029 -2.485
C -3.458 -1.951 -0.219
C -2.830 0.345 -0.790
C -0.776 -0.816 -3.687
C -1.551 -1.377 -4.898
C 0.726 -0.901 -4.000
C -1.105 0.683 -3.572
H -0.451 -5.349 -3.269
H 0.703 -4.044 -2.974
H -0.470 -3.915 -4.292
H -1.235 -5.434 -1.058
H -1.899 -4.046 -0.188
H -0.165 -4.130 -0.528
H -2.712 -5.193 -2.990
H -2.910 -3.668 -3.860
H -3.576 -3.862 -2.231
H -4.108 -1.959 -3.047
H -3.820 -0.228 -3.202
H -4.984 -0.823 -2.018
H -3.803 -2.934 -0.535
H -4.310 -1.438 0.249
H -2.698 -2.094 0.557
H -2.188 1.029 -1.344
H -2.471 0.306 0.233
H -3.832 0.790 -0.743
H -1.226 -2.384 -5.161
H -1.368 -0.735 -5.769
H -2.632 -1.405 -4.728
H 1.090 -1.927 -4.062
H 1.329 -0.372 -3.257
H 0.906 -0.410 -4.965
H -2.176 0.881 -3.506
H -0.731 1.190 -4.473
H -0.609 1.138 -2.710
*
```

Atomic partial charges in e from the Löwdin method, atoms 1 to 6: Sn 1.19; O 0.04; C -0.45; O -0.07; C -0.02; C 0.08

=====

2.
This record from OMol25 describes a structure of composition C33H42ClF6N3O8S2V. The level of theory is ωB97M-V with the def2-TZVPD basis set.

Values from the calculation:
HOMO-LUMO gap (alpha / beta)	6.3 / 5.8	eV
⟨S²⟩	2.1315
ΔE to the lowest compared entry with this formula, charge and spin	3.0	kcal per mole
E_HOMO (alpha / beta)	-5.73 / -5.79	eV
strongest force on any atom	0.77	eV/A

ORCA input file:
```
! wB97M-V def2-TZVPD RIJCOSX def2/J DEFGRID3
* xyz -1 3
V -0.384 -0.195 -0.081
C 3.920 -6.206 -1.541
C 2.395 -6.090 -1.680
C 2.047 -6.082 -3.168
C 1.724 -7.310 -1.032
C 1.928 -4.821 -0.979
C 1.274 -3.822 -1.624
C 0.868 -2.677 -0.892
N 0.166 -1.647 -1.345
C -0.394 -1.464 -2.591
C 0.094 -1.861 -3.842
C -0.637 -1.566 -4.968
C -1.867 -0.889 -4.814
C -2.375 -0.459 -3.608
C -1.593 -0.733 -2.460
O -1.902 -0.366 -1.240
C -3.694 0.296 -3.476
C -4.638 -0.499 -2.560
C -3.440 1.688 -2.877
C -4.381 0.476 -4.831
C -0.154 -1.913 -6.375
C -1.187 -2.815 -7.067
C 0.022 -0.621 -7.184
C 1.186 -2.651 -6.356
C 1.096 -2.573 0.535
O 0.602 -1.540 1.096
C 1.801 -3.634 1.207
C 2.177 -4.688 0.427
C 2.151 -3.586 2.695
C 2.524 -4.976 3.226
C 0.978 -3.073 3.538
C 3.364 -2.664 2.878
H 4.273 -7.112 -2.040
H 4.413 -5.346 -1.998
H 4.230 -6.257 -0.497
H 2.407 -7.003 -3.630
H 0.968 -6.028 -3.328
H 2.518 -5.243 -3.684
H 2.056 -8.226 -1.526
H 1.971 -7.393 0.028
H 0.638 -7.243 -1.121
H 1.021 -3.895 -2.668
H 1.067 -2.323 -3.911
H -2.430 -0.669 -5.710
H -4.206 -0.626 -1.569
H -5.586 0.036 -2.457
H -4.845 -1.485 -2.982
H -3.010 1.622 -1.880
H -2.745 2.258 -3.496
H -4.384 2.236 -2.815
H -4.606 -0.483 -5.303
H -5.323 1.005 -4.681
H -3.771 1.071 -5.514
H -2.160 -2.328 -7.141
H -0.853 -3.061 -8.078
H -1.317 -3.744 -6.509
H -0.915 -0.068 -7.265
H 0.754 0.032 -6.705
H 0.368 -0.851 -8.195
H 1.117 -3.590 -5.803
H 1.486 -2.886 -7.379
H 1.971 -2.040 -5.909
H 2.695 -5.508 0.902
H 1.723 -5.700 3.056
H 3.445 -5.357 2.781
H 2.694 -4.904 4.301
H 0.071 -3.642 3.315
H 1.214 -3.208 4.596
H 0.793 -2.016 3.368
H 4.233 -3.073 2.357
H 3.172 -1.666 2.495
H 3.604 -2.570 3.940
F 1.388 3.348 3.006
C 2.383 2.804 2.310
F 3.516 2.959 2.998
F 2.497 3.432 1.147
S 2.047 1.015 2.037
O 0.802 1.072 1.288
O 2.038 0.433 3.341
N 3.288 0.524 1.219
S 3.407 0.567 -0.359
O 4.138 1.689 -0.856
O 2.206 0.155 -1.047
C 4.565 -0.849 -0.573
F 4.874 -0.957 -1.868
F 5.690 -0.677 0.116
F 4.005 -1.999 -0.185
Cl -2.294 -2.831 1.264
C -2.290 -1.737 2.675
C -2.136 -0.242 2.380
O -2.433 0.502 3.289
O -1.743 0.120 1.203
H -1.469 -2.033 3.322
H -3.228 -1.872 3.203
N -0.193 2.612 -1.696
C -0.253 1.626 -1.097
*
```

Atomic partial charges in e from the Löwdin method, atoms 1 to 6: V 1.02; C -0.04; C -0.56; C -0.07; C -0.04; C -0.15

=====

3.
This record from OMol25 describes a structure of composition C33H42N5PdSSb at a distorted geometry. The level of theory is ωB97M-V with the def2-TZVPD basis set.

Values from the calculation:
HOMO-LUMO gap (alpha / beta)	5.4 / 5.1	eV
⟨S²⟩	6.0613
ΔE to the lowest compared entry with this formula, charge and spin	0.0	kcal per mole
E_HOMO (alpha / beta)	-11.11 / -13.64	eV
strongest force on any atom	6.65	eV/A

ORCA input file:
```
! wB97M-V def2-TZVPD RIJCOSX def2/J DEFGRID3
* xyz 2 5
Pd -0.119 1.216 -0.097
N 1.553 1.216 3.663
C 0.661 1.213 4.744
C 1.154 1.214 6.058
C 0.282 1.214 7.149
C -1.093 1.214 6.938
C -1.592 1.215 5.635
C -0.720 1.214 4.538
S -1.398 1.215 2.899
N -0.072 1.216 1.900
C 1.160 1.216 2.331
C 2.271 1.217 1.251
C 3.625 1.219 1.586
C 4.577 1.219 0.564
C 4.163 1.217 -0.760
C 2.806 1.216 -1.015
N 1.865 1.216 -0.050
H 2.524 1.203 3.918
H 2.224 1.215 6.247
H 0.677 1.215 8.162
H -1.777 1.215 7.782
H -2.669 1.215 5.479
H 3.979 1.222 2.606
H 5.637 1.221 0.804
H 4.879 1.217 -1.574
H 2.423 1.215 -2.032
C -0.090 0.341 -3.263
N -0.119 1.267 -2.126
C -0.115 2.506 -2.464
C -0.131 3.499 -1.448
C -0.156 4.867 -1.624
C -0.162 5.413 -0.348
C -0.140 4.345 0.520
N -0.119 3.190 -0.148
C -1.392 0.265 -4.026
C -2.615 0.186 -3.344
C -3.816 0.091 -4.048
C -3.807 0.064 -5.441
C -2.598 0.129 -6.131
C -1.395 0.224 -5.428
H 0.139 -0.662 -2.883
H 0.737 0.605 -3.936
H -0.099 2.867 -3.507
H -0.169 5.407 -2.562
H -0.181 6.463 -0.084
H -0.138 4.388 1.604
H -2.629 0.199 -2.255
H -4.756 0.033 -3.506
H -4.742 -0.015 -5.988
H -2.591 0.097 -7.217
H -0.460 0.261 -5.982
C -2.952 -2.690 -0.551
C -1.545 -2.858 -1.119
C -1.559 -2.561 -2.618
Sb -0.119 -1.526 -0.097
C -0.273 -2.435 1.889
C 1.058 -2.329 2.634
C -1.358 -1.707 2.690
C 1.763 -2.444 -0.755
C 2.227 -1.814 -2.069
C 1.664 -3.961 -0.873
H -3.667 -3.348 -1.090
H -3.289 -1.635 -0.642
H -2.969 -2.998 0.511
H -1.242 -3.914 -0.962
H -1.849 -1.505 -2.801
H -2.279 -3.230 -3.136
H -0.562 -2.745 -3.055
H -0.534 -3.508 1.777
H 1.367 -1.267 2.733
H 1.848 -2.887 2.093
H 0.966 -2.776 3.647
H -1.090 -0.635 2.811
H -1.467 -2.165 3.696
H -2.337 -1.753 2.183
H 2.529 -2.189 0.008
H 1.511 -2.008 -2.889
H 3.219 -2.222 -2.362
H 2.326 -0.715 -1.941
H 0.941 -4.247 -1.662
H 1.340 -4.398 0.094
H 2.654 -4.388 -1.138
H -1.810 1.216 -0.097
*
```

Atomic partial charges in e from the Löwdin method, atoms 1 to 6: Pd 0.77; N 0.16; C -0.21; C 0.01; C -0.03; C -0.04

=====

4.
This record from OMol25 describes a structure of composition C33H42N8PbSe at a distorted geometry. The level of theory is ωB97M-V with the def2-TZVPD basis set.

Values from the calculation:
HOMO-LUMO gap	3.1	eV
ΔE to the lowest compared entry with this formula, charge and spin	3.8	kcal per mole
E_HOMO	-11.37	eV
strongest force on any atom	1.28	eV/A

ORCA input file:
```
! wB97M-V def2-TZVPD RIJCOSX def2/J DEFGRID3
* xyz 2 1
Pb -1.182 -0.382 1.264
C -1.011 -3.769 1.239
N -1.941 -2.746 1.731
C -3.177 -2.763 0.923
C -2.293 -2.874 3.132
C -2.507 -4.116 3.713
C -3.036 -4.221 4.987
C -3.404 -3.056 5.644
C -3.148 -1.815 5.085
C -2.506 -1.687 3.846
N -2.135 -0.469 3.270
C -2.111 0.740 3.977
C -1.863 0.859 5.348
C -1.944 2.085 5.988
C -2.251 3.235 5.275
C -2.387 3.153 3.899
C -2.284 1.929 3.255
N -2.333 1.813 1.809
C -1.617 2.900 1.127
C -3.717 1.718 1.311
H -1.483 -4.751 1.156
H -0.155 -3.842 1.909
H -0.667 -3.485 0.239
H -3.710 -3.708 1.055
H -2.933 -2.644 -0.137
H -3.834 -1.950 1.238
H -2.290 -5.023 3.161
H -3.207 -5.191 5.432
H -3.903 -3.112 6.603
H -3.479 -0.923 5.599
H -1.581 -0.021 5.910
H -1.765 2.142 7.053
H -2.362 4.187 5.775
H -2.569 4.060 3.335
H -2.151 3.852 1.180
H -1.505 2.638 0.070
H -0.633 3.024 1.580
H -4.293 2.601 1.598
H -4.194 0.834 1.734
H -3.713 1.642 0.220
C 0.138 -2.928 -4.775
C 1.478 -2.197 -4.823
C 2.424 -2.591 -3.688
C 1.966 -2.114 -2.309
N 2.128 -0.651 -2.161
C 1.070 0.309 -2.217
Se -0.670 -0.068 -2.181
N 1.664 1.534 -2.153
C 1.003 2.846 -2.209
C 1.384 3.665 -3.444
C 0.576 3.343 -4.700
C 0.930 2.009 -5.353
C 3.021 1.375 -1.930
C 3.993 2.241 -1.636
C 5.263 1.654 -1.057
C 5.565 0.230 -1.490
C 4.593 -0.607 -1.865
C 3.270 -0.051 -1.979
H -0.444 -2.712 -5.670
H -0.466 -2.628 -3.915
H 0.288 -4.008 -4.730
H 1.317 -1.113 -4.816
H 1.976 -2.427 -5.766
H 3.426 -2.202 -3.891
H 2.505 -3.679 -3.636
H 2.538 -2.588 -1.513
H 0.912 -2.330 -2.155
H 1.271 3.380 -1.295
H -0.069 2.658 -2.188
H 2.451 3.540 -3.656
H 1.235 4.714 -3.183
H 0.747 4.144 -5.421
H -0.491 3.365 -4.458
H 1.995 1.962 -5.598
H 0.374 1.879 -6.281
H 0.681 1.161 -4.711
H 3.859 3.315 -1.629
H 6.121 2.308 -1.179
H 6.591 -0.108 -1.409
H 4.788 -1.643 -2.101
N 5.035 1.583 0.409
C 4.210 1.169 1.145
N 3.421 0.773 2.000
C 2.158 0.467 2.023
N 1.049 0.152 2.062
*
```

Atomic partial charges in e from the Löwdin method, atoms 1 to 6: Pb 1.32; C -0.09; N -0.35; C -0.09; C -0.23; C -0.03

=====

5.
This record from OMol25 describes a cluster of 2 separate species, C33H42O5S in total at a distorted geometry. The level of theory is ωB97M-V with the def2-TZVPD basis set.

Values from the calculation:
HOMO-LUMO gap	2.9	eV
ΔE to the lowest compared entry with this formula, charge and spin	15.3	kcal per mole
E_HOMO	-5.46	eV
strongest force on any atom	3.74	eV/A

ORCA input file:
```
! wB97M-V def2-TZVPD RIJCOSX def2/J DEFGRID3
* xyz 0 1
C -5.481 2.636 -0.378
C -4.708 1.576 -1.097
C -4.080 0.563 -0.381
C -3.342 -0.438 -1.014
C -2.739 -1.497 -0.131
C -3.166 -0.384 -2.413
C -2.285 -1.373 -3.173
C -2.946 -2.754 -3.301
C -0.833 -1.474 -2.595
C -0.229 -0.202 -2.151
C 1.142 0.065 -2.036
C 1.617 1.377 -2.379
C 0.733 2.352 -3.094
C 2.933 1.706 -2.113
C 3.822 0.783 -1.555
C 5.186 1.226 -1.138
C 3.397 -0.539 -1.410
C 2.078 -0.924 -1.587
C 1.694 -2.332 -1.270
C -3.851 0.598 -3.149
C -3.771 0.641 -4.653
C -4.586 1.570 -2.484
H -5.886 3.375 -1.075
H -6.318 2.203 0.184
H -4.844 3.163 0.345
H -4.171 0.555 0.707
H -2.806 -2.507 -0.560
H -1.686 -1.271 0.111
H -3.276 -1.513 0.832
H -2.164 -1.003 -4.205
H -3.932 -2.647 -3.767
H -2.340 -3.424 -3.926
H -3.094 -3.230 -2.324
H -0.837 -2.162 -1.732
H -0.216 -1.964 -3.381
H -0.932 0.641 -1.992
H 1.315 3.244 -3.362
H 0.308 1.927 -4.017
H -0.096 2.678 -2.455
H 3.285 2.715 -2.324
H 5.762 0.387 -0.740
H 5.722 1.638 -2.002
H 5.139 2.012 -0.369
H 4.120 -1.292 -1.101
H 2.586 -2.885 -0.944
H 0.979 -2.366 -0.433
H 1.263 -2.859 -2.134
H -4.412 1.445 -5.037
H -2.745 0.853 -4.994
H -4.111 -0.302 -5.111
H -5.076 2.342 -3.070
C 4.467 -3.665 2.362
C 4.531 -2.234 1.909
O 3.294 -1.622 2.393
C 3.256 -0.287 2.224
C 1.976 0.283 2.670
O 1.929 1.518 3.154
C 3.170 2.166 3.651
S 0.900 -0.955 3.473
C -0.379 0.173 3.999
C -0.644 0.229 5.362
C -1.562 1.171 5.816
C -2.182 2.026 4.899
C -1.908 1.940 3.524
C -0.970 1.017 3.067
O 0.316 -1.861 2.512
O 1.601 -1.405 4.666
O 4.227 0.380 1.831
H 5.127 -4.304 1.757
H 4.797 -3.758 3.407
H 3.434 -4.025 2.310
H 5.400 -1.711 2.319
H 4.547 -2.136 0.803
H 2.907 3.224 3.775
H 3.462 1.672 4.593
H 3.944 2.030 2.892
H -0.094 -0.426 6.034
H -1.752 1.243 6.888
H -2.847 2.809 5.263
H -2.380 2.617 2.810
H -0.688 0.966 2.015
*
```

Atomic partial charges in e from the Löwdin method, atoms 1 to 6: C -0.05; C -0.27; C -0.01; C -0.20; C -0.03; C -0.14